No. 1
60
Properties=species:S:1:pos:R:3:forces:R:3 method="wB97M-V/def2-TZVPD" e_lumo_ev="0.6 / 0.4" orbital_gap_ev="8.420 / 8.334" max_force_ev_per_a=0.764 total_energy_ha=-3518.4719 spin_multiplicity=4 s2=3.762 de_lowest_kj_mol=0.0
O 0.27744 1.42465 2.42290 -0.5 0.0 0.1
N 1.53021 3.48634 0.83793 0.0 0.0 -0.1
H -4.85527 3.50410 1.38993 0.0 0.0 0.0
C -3.07348 2.45517 1.95293 -0.1 0.0 0.0
C -2.74759 -2.63724 -0.82718 0.0 0.0 0.0
O -1.50013 0.99941 3.71451 0.0 -0.1 0.0
C -2.63717 2.10903 -0.74968 0.0 0.0 0.0
C -0.06080 -2.01383 -1.15979 -0.1 -0.1 0.0
H 0.73393 3.23329 1.41515 0.0 -0.1 0.0
H 2.92628 2.47425 1.93021 0.1 0.0 0.1
H -0.95178 0.86528 -5.40051 0.0 0.0 0.0
C -1.85328 -3.61930 -1.22089 0.1 0.0 0.0
C -3.75855 2.79855 -0.31814 0.0 0.0 0.0
H 6.31710 -1.69919 0.47067 -0.1 0.0 0.0
S 4.36287 -2.95153 1.20852 0.0 -0.1 0.0
H -3.79406 -2.88097 -0.68747 0.0 0.0 0.0
C -1.70713 1.59332 0.15716 0.1 0.2 0.1
C -1.92652 1.78419 1.53296 0.0 -0.1 -0.1
C -0.50529 -3.30660 -1.38708 0.0 0.0 0.0
H -4.45844 3.19591 -1.04500 0.0 0.0 0.1
C -0.99835 1.32866 2.65660 0.4 0.3 -0.1
H -0.01138 -5.21093 2.98871 0.0 0.0 0.0
H 1.48637 2.66616 -1.49933 0.0 0.0 0.0
C 1.24409 2.74245 -3.63410 0.0 0.0 0.1
H 4.92606 0.49554 0.39781 0.0 -0.1 0.0
H 0.76699 2.61833 -5.72268 0.0 0.0 0.0
C 1.64985 -2.49798 1.84411 0.1 0.2 -0.1
C -2.30242 -1.33736 -0.60300 -0.1 0.0 0.0
H 3.19462 2.50335 0.31221 0.0 -0.1 -0.1
C 5.26860 -1.59099 0.71434 0.0 0.0 0.0
H 1.90043 4.36446 1.17875 0.0 0.1 0.1
H -3.23190 2.56238 3.01902 0.0 0.0 -0.1
H -3.00277 -0.57209 -0.28482 0.0 -0.1 0.0
H 0.99489 -1.77704 -1.25635 0.0 0.0 0.0
P -0.26867 0.64424 -0.46836 -0.5 -0.3 -0.4
Co 1.41705 0.42713 1.16208 0.6 0.4 0.4
H -2.48374 1.97669 -1.81348 0.0 0.0 0.0
C -0.96254 -1.01874 -0.77441 0.0 0.1 -0.1
C 4.50317 -0.46242 0.68867 -0.1 0.1 0.0
H -1.41367 -0.01800 -3.15255 0.0 0.0 0.0
C 0.97480 2.25444 -2.36123 -0.1 0.0 0.0
C -0.67684 0.76638 -3.27808 0.1 0.0 0.0
C 3.13552 -0.65878 1.07743 0.1 0.0 -0.3
C 0.17483 -4.18942 2.67763 0.1 -0.1 0.0
C 2.94208 -1.97851 1.37806 -0.2 -0.2 0.2
N 0.65869 -1.58730 1.87155 -0.1 -0.1 0.1
H 0.20013 -4.07563 -1.67839 0.0 0.0 0.0
C -0.83981 -3.24730 2.71743 0.0 0.0 0.0
C 0.55392 2.24387 -4.72838 -0.1 -0.1 0.0
N 2.47865 2.42962 1.02042 -0.3 -0.1 0.2
H -1.83413 -3.49596 3.06176 0.0 0.0 0.0
C 0.01092 1.26460 -2.17059 0.1 0.0 0.1
H -2.20068 -4.63060 -1.39306 0.0 0.0 0.0
C -3.97956 2.97041 1.04130 0.0 0.0 0.0
H 2.24872 -4.52417 2.21222 0.0 0.0 0.0
H -1.31196 -1.19553 2.33291 0.0 0.0 0.0
C -0.54773 -1.96044 2.30575 0.2 0.1 -0.1
H 1.99494 3.51179 -3.77098 0.0 0.0 0.0
C -0.40935 1.25743 -4.54840 0.0 0.0 0.0
C 1.43184 -3.81356 2.24231 0.0 -0.1 0.0

No. 2
61
Properties=species:S:1:pos:R:3:forces:R:3 method="wB97M-V/def2-TZVPD" e_lumo_ev="-3.0 / -4.4" orbital_gap_ev="7.253 / 6.613" charge=+1 max_force_ev_per_a=0.483 total_energy_ha=-1998.4914 spin_multiplicity=5 s2=6.041 de_lowest_kj_mol=56.7
H 5.34311 -0.80491 1.96364 0.0 0.0 0.0
C -0.60916 -0.21216 3.48691 0.0 0.0 -0.1
C -1.65194 -0.77991 4.21851 0.0 0.0 0.0
C 5.23468 1.03051 0.85718 0.0 0.0 0.0
O 0.52936 0.02672 1.43458 0.0 -0.1 -0.1
H 3.12003 -1.58758 1.25469 0.0 0.0 0.0
C -3.79321 3.52566 -0.74021 0.0 0.0 0.0
C -3.55118 2.54638 0.24151 0.0 0.0 -0.1
H -0.34502 -3.54937 -4.20527 0.0 0.0 0.0
H 1.06449 1.79409 -5.26781 0.0 0.0 0.0
C -0.96537 0.47902 6.14669 0.0 0.0 0.0
H 1.06280 1.12667 3.51151 0.0 0.0 0.0
H 6.20387 1.37853 1.18896 0.0 0.0 0.0
H -3.21806 4.37153 -2.63507 0.0 0.0 0.0
H 3.20190 -1.35592 -2.83005 0.0 0.0 0.0
H 0.74773 1.74697 5.89113 0.0 0.0 0.0
N -1.20806 -1.47690 1.50568 0.3 0.3 -0.1
H -1.10475 0.74852 7.18562 0.0 0.0 0.0
H 1.34284 -3.87309 -3.71559 0.0 0.0 0.0
C 3.49976 -0.64122 0.88704 -0.1 0.0 -0.1
Ru 0.89252 -0.44861 -0.53703 -0.1 -0.1 0.3
C 3.22576 1.36243 -0.42546 0.1 0.0 0.0
C 4.75020 -0.19669 1.29256 0.0 0.0 0.0
H -3.54079 -1.81584 0.29624 0.0 0.0 0.0
C -1.99193 2.69513 -2.00340 0.0 0.0 -0.2
C -2.52913 1.63215 0.10963 0.0 0.0 0.0
H -2.33777 0.87515 0.85935 0.0 0.0 0.0
C -3.02428 3.62001 -1.88169 0.0 0.0 0.0
H -4.60698 4.22305 -0.59486 0.0 0.0 0.0
N -1.03596 2.48255 -2.99587 -0.1 0.1 0.1
H 4.84289 2.77139 -0.33082 0.0 0.0 0.0
C -3.04428 -2.76196 0.07817 0.0 0.0 0.0
H -2.99516 -3.31263 1.01768 0.0 0.0 0.0
C 0.07596 1.04235 5.41970 0.0 0.0 0.0
H -0.89975 3.03956 -3.82192 0.0 0.0 0.0
H -4.18381 2.51513 1.11819 0.0 0.0 0.0
H 0.02774 -4.97098 -3.24693 0.0 0.0 0.0
C 0.08723 -3.13472 -2.15009 -0.2 -0.1 0.2
H -2.31458 -1.48762 3.73975 0.0 0.0 0.0
N 1.54347 -0.10497 -2.56192 0.0 0.1 -0.1
C 1.39916 1.10356 -4.51112 0.0 0.0 -0.1
C 0.30142 -3.92656 -3.40993 0.0 -0.1 0.0
C -1.66262 -2.52723 -0.44682 0.3 0.1 0.0
C 0.87708 0.86451 -3.28462 -0.1 0.0 0.2
S 2.74577 0.08409 -4.76972 0.1 0.0 -0.1
C -0.27526 1.44238 -2.59653 0.1 0.0 -0.2
O 1.06233 -2.61057 -1.59663 0.2 0.3 0.0
N -0.79509 -1.75143 0.27681 -0.4 -0.2 -0.1
N -0.66016 0.94999 -1.44296 0.0 0.1 0.1
C 2.55377 -0.58935 -3.22768 -0.1 -0.1 0.1
C 4.47159 1.81126 0.00470 -0.1 0.0 0.0
H -2.00665 -3.64202 -2.18887 0.0 0.0 0.0
C -1.74157 1.72396 -1.03650 0.0 -0.2 0.1
C 0.25620 0.69940 4.09089 0.0 0.0 0.1
C 2.74487 0.13196 0.01038 0.0 0.0 0.0
H 2.64259 1.98745 -1.09415 0.0 0.0 0.0
C -1.82739 -0.43018 5.54647 0.0 0.0 0.0
C -0.39947 -0.55896 2.07201 0.0 -0.1 0.1
C -1.26430 -3.08409 -1.63400 0.1 0.0 -0.1
H -2.63546 -0.86824 6.11691 0.0 0.0 0.0
H -3.63198 -3.32837 -0.63956 0.0 0.0 0.0

No. 3
62
Properties=species:S:1:pos:R:3:forces:R:3 method="wB97M-V/def2-TZVPD" e_lumo_ev="-6.9 / -6.9" orbital_gap_ev="7.093 / 7.095" charge=+2 max_force_ev_per_a=1.104 total_energy_ha=-2601.7759 spin_multiplicity=1 de_lowest_kj_mol=0.0
C -2.34979 0.46817 -1.08205 0.0 -0.1 -0.1
C 2.85179 -3.36112 2.51293 -0.1 0.0 0.0
N -5.59170 0.62483 -2.81469 0.0 -0.1 -0.1
S -6.73998 1.66784 -2.39590 0.0 0.0 0.0
H 4.10333 5.12196 1.79777 0.0 0.0 0.0
C 1.75143 2.72720 -1.05782 -0.1 0.0 0.0
H 2.71107 3.49236 3.25765 0.0 0.0 0.0
C 0.60282 -3.90430 -0.62567 0.1 0.0 0.1
C -4.79859 1.87809 -1.07054 0.0 -0.2 -0.2
H 2.50637 5.81417 2.11934 0.0 0.0 0.0
Te 0.44644 -1.81272 1.62268 0.3 0.0 -0.5
H 2.14084 -3.75455 3.22947 0.0 0.0 0.0
C 5.07556 -3.32754 1.60329 0.0 0.0 0.0
H -1.55417 -2.34540 -3.55265 0.0 0.0 0.0
H 1.97836 3.39962 -1.88186 0.1 0.0 0.0
H 0.76247 -5.35507 -2.19046 0.0 0.0 0.0
C -3.78356 2.25928 -0.11420 0.1 0.0 0.1
H 1.66432 -3.68827 -0.61539 0.0 0.0 0.0
H -3.78535 -1.19934 -3.65751 0.0 0.0 0.0
H -1.65483 -5.88195 -2.19350 0.0 0.0 0.0
C -3.31644 0.10884 -2.02241 0.1 0.0 0.0
N -1.55677 1.88546 0.68833 0.4 0.0 -0.4
H -2.28339 -3.09001 0.98460 0.0 0.0 0.0
C -2.11603 -4.50584 -0.61561 0.0 0.0 0.0
C -3.95156 3.26945 0.83931 0.0 0.0 0.0
N -1.16843 -0.19968 -1.01774 -0.1 0.2 0.0
N 2.60542 3.71481 2.28202 0.0 0.0 0.1
C -2.56854 1.57080 -0.14834 -0.1 0.0 0.1
H 4.45633 -4.57823 3.23571 0.0 0.0 0.0
C 2.11620 2.85153 1.39845 0.1 0.1 -0.1
H 0.05278 -1.65224 -1.79605 0.0 0.0 0.0
C 4.15831 -3.82725 2.51696 0.0 0.0 0.0
H -0.89592 3.02074 2.25790 0.0 0.0 0.0
C 2.47353 -2.39765 1.58439 -0.1 0.1 0.1
Pd 0.18828 0.50496 0.32723 -0.4 -0.6 0.8
H 6.09458 -3.68987 1.60894 0.0 0.0 0.0
C -0.25909 -3.26626 0.25859 0.1 0.0 0.1
H 3.09071 -1.12880 -0.04205 0.0 0.0 0.0
S 1.72090 1.24768 1.87790 -0.1 0.2 -0.1
H 5.40795 -1.97028 -0.02535 0.0 0.0 0.0
C -4.56640 0.83657 -2.00662 -0.1 0.2 0.1
C -0.90500 -1.16262 -1.89226 -0.1 0.0 -0.1
C -1.61553 -3.56831 0.27695 0.0 0.1 0.0
N 2.08504 3.39492 0.18475 0.0 0.0 0.1
C 4.69005 -2.35981 0.68418 0.1 0.0 0.0
C -1.73187 2.83065 1.59543 0.0 0.1 0.0
H 1.89338 5.47278 -0.14568 0.0 0.0 0.0
N -5.99456 2.42915 -1.19364 0.0 0.1 0.1
H 3.50229 4.80906 -0.46984 0.0 0.0 0.0
H 2.34315 1.81867 -1.18609 0.0 0.0 0.0
H -4.88845 3.80976 0.87968 0.0 0.0 0.0
H -3.16909 -4.75348 -0.59958 0.0 0.0 0.0
C 2.64224 4.75972 0.19699 0.0 0.0 0.0
H 0.68022 2.51023 -1.11691 0.0 0.0 0.0
C 0.09397 -4.84474 -1.50984 0.0 0.0 0.0
C -1.81630 -1.55120 -2.86885 0.0 0.0 0.0
H -3.02296 4.30668 2.47137 0.0 0.0 0.0
C 3.03273 4.97493 1.67003 0.0 0.0 0.0
C -2.92396 3.54661 1.70982 0.0 0.0 0.0
C -3.03773 -0.92321 -2.92519 0.0 0.0 0.0
C 3.38701 -1.88694 0.67078 -0.1 0.0 0.0
C -1.26390 -5.14084 -1.50917 0.0 0.0 0.0